Record 1
Density functional theory data (ωB97M-V/def2-TZVPD) for one molecule with the formula C4H7NO at a distorted geometry.

The value obtained for the gap between HOMO and LUMO (alpha / beta) is 8.9 / 8.5 eV. Its HOMO energy (alpha / beta) is -0.32046 / -0.31981 Ha. The value obtained for the LUMO energy (alpha / beta) is 0.161 / -0.247 eV. The calculation puts the energy above the lowest of the compared OMol25 structures with the same formula, charge and spin at 5.575 eV.

Geometry as XYZ:
```
13
Properties=species:S:1:pos:R:3:forces:R:3:mulliken_charge:R:1
N -1.432444 -0.356698 2.288143 -0.15 0.49 -0.09 -0.60
C -1.106280 0.271510 1.242082 -0.27 0.05 0.12 0.13
O -0.617818 -0.468984 0.254711 -1.00 -0.01 0.26 -0.37
C 0.036223 -0.029151 -0.920074 1.07 -2.43 -0.06 0.42
C 1.048867 0.995497 -0.722106 0.39 1.13 -0.11 -0.95
C 0.776000 -1.417481 -1.099766 0.41 0.45 0.16 -0.85
H -1.875439 0.263324 2.954585 0.06 0.16 0.13 0.24
H -1.202858 1.336780 1.013150 -0.04 0.06 0.23 0.36
H -0.622382 0.176314 -1.765989 -0.29 0.04 0.20 0.32
H 1.273032 1.700987 -1.535308 0.00 -0.62 0.29 0.29
H 1.426863 1.294179 0.253766 -0.07 -0.52 -0.13 0.37
H 0.692959 -2.077989 -0.222596 0.02 0.60 -0.44 0.30
H 1.603279 -1.688289 -1.740597 -0.12 0.61 -0.56 0.35
```
Forces are in eV/Å.


Record 2
Density functional theory data (ωB97M-V/def2-TZVPD) for a 10-piece molecular cluster, C47H77Br19N4O4P overall at a distorted geometry.

Its net charge is +1. The value obtained for the gap between HOMO and LUMO is 7.0 eV. Its HOMO energy is -0.39500 Ha. The value obtained for the LUMO energy is -3.751 eV.

Geometry as XYZ:
```
152
Properties=species:S:1:pos:R:3:forces:R:3:mulliken_charge:R:1
C 2.223384 2.251184 0.940944 -8.06 1.12 -6.43 -0.43
C 1.094075 2.463378 0.095231 7.55 -1.64 5.44 0.08
C -0.166420 2.610667 -0.985495 2.18 0.21 1.08 -0.21
C -0.149295 1.201082 -1.885633 -1.79 0.62 1.96 -0.31
P 1.347568 1.500574 -3.020905 4.90 -1.60 0.65 0.87
O 2.760041 1.199359 -2.378349 -4.32 0.56 -1.63 -0.77
C -1.641381 0.932787 -2.503898 -1.61 2.81 -1.11 1.76
C -1.857960 0.933035 -4.133458 -2.66 -1.18 -7.91 -0.99
C -2.206966 0.860083 -5.486899 1.46 0.18 9.26 -1.16
N -2.363876 -0.155106 -1.681553 1.58 0.35 1.47 0.87
C -2.603958 -1.473887 -2.375800 -1.41 -0.94 -1.61 0.17
C -2.808784 -2.765083 -1.390539 4.74 -2.93 3.89 -0.30
O -1.890684 -3.336432 -0.608741 -5.88 4.30 -5.21 -0.25
Br -4.644469 -3.655184 -1.369409 1.78 1.18 -0.24 -0.18
C -1.555734 -0.141889 -0.406034 0.90 -0.75 -1.50 -2.50
N -2.043380 -0.295928 0.869125 1.84 -0.15 -2.62 1.26
C -1.030454 -0.194968 2.017092 0.75 1.90 1.05 -0.41
C -3.482514 -0.536234 1.265768 -1.85 -0.80 0.89 -0.52
C -4.373554 0.827386 1.497808 0.05 -0.06 0.25 -0.16
C -5.729294 0.819346 0.567346 -6.22 -0.89 1.82 0.01
O -6.914032 0.536962 1.178102 7.45 1.41 -3.55 -0.62
N -5.796773 1.056117 -0.925031 0.76 2.26 2.52 -0.06
C -5.176483 2.371187 -1.343503 2.10 3.40 -2.77 0.51
C -4.829213 3.637195 -0.360403 0.76 -0.33 -2.43 -0.12
C -4.116013 5.047330 -0.802805 -0.23 -3.71 -4.04 -0.36
C -3.711600 5.203611 -2.403158 -2.00 -3.51 2.34 -0.57
C -4.083037 3.970522 -3.419714 -0.52 -0.20 2.73 -0.40
C -4.810881 2.547747 -2.962616 1.23 3.38 3.00 -0.50
N -0.131300 0.144156 -0.814957 -1.48 -0.49 0.80 1.67
C 0.851632 -0.988278 -0.901085 0.65 -1.90 1.02 -0.40
C 0.818375 -1.870133 -2.279275 0.68 -1.18 -0.59 1.13
C 2.310227 -2.587568 -2.519782 -0.43 -0.45 0.11 -0.46
C 3.000007 -2.176596 -3.954938 0.34 -0.44 1.01 -0.65
C 2.073780 -2.485371 -5.275040 0.79 0.16 -0.38 -0.39
C 2.362565 -1.275408 -6.367485 -0.31 0.20 -0.48 -0.51
C 1.001585 -0.712121 -7.109502 0.61 0.13 -0.78 0.02
C 1.358124 0.458678 -8.249254 0.08 -0.83 -0.48 -0.58
O 2.527264 1.277500 -7.892479 -2.36 0.86 0.30 -0.38
C 2.149263 2.419162 -7.035152 0.87 0.01 0.79 -0.02
H 3.193242 1.943805 1.547415 -2.75 1.01 -1.58 -0.22
H -1.147267 2.742032 -0.360304 1.73 -0.19 -1.38 0.08
H 0.109702 3.555168 -1.648519 -1.01 -1.90 1.46 0.74
H 1.402721 2.881845 -3.499812 -0.93 -0.98 0.46 0.20
H 1.127783 0.689246 -4.222780 -0.25 0.74 0.92 -0.03
H -2.232350 1.895652 -2.118103 1.00 -1.88 -1.43 -0.37
H -2.733084 0.766063 -6.554614 1.72 0.40 2.95 0.36
H -1.798778 -1.711627 -3.224926 -1.40 0.30 2.20 0.11
H -3.629683 -1.349217 -2.974464 2.23 -0.30 1.48 0.57
H -0.900917 0.976074 2.209773 -0.15 -2.55 -0.36 0.11
H -1.454575 -0.628251 3.029413 0.78 0.60 -2.45 0.27
H 0.035097 -0.590931 1.741534 -2.27 0.56 0.43 0.10
H -4.094120 -1.222252 0.542358 1.65 1.22 1.06 -0.03
H -3.457080 -1.106654 2.313069 0.18 1.23 -2.52 0.49
H -4.756768 0.808535 2.628240 0.67 0.17 -2.76 0.35
H -3.677028 1.755410 1.347376 -1.55 -1.66 0.09 0.25
H -6.795414 0.975009 -1.282680 1.61 0.12 1.03 0.36
H -5.101593 3.529600 0.797092 0.76 -0.37 -3.16 0.07
H -3.920351 5.872105 0.017797 -0.19 -2.00 -2.40 0.30
H -3.167777 6.204319 -2.707942 -1.30 -2.44 0.34 0.32
H -3.775887 4.118700 -4.562687 -0.84 -0.49 2.80 0.30
H -5.021429 1.698120 -3.763218 0.49 2.06 1.98 0.33
H 1.947501 -0.597904 -0.667883 -2.45 -0.46 -0.76 0.38
H 0.604612 -1.748614 -0.014426 0.42 1.74 -1.97 -0.79
H 0.055935 -2.785843 -2.255177 1.37 2.28 0.30 0.17
H 0.568705 -1.272238 -3.253690 0.40 -0.71 1.89 -0.79
H 2.168799 -3.771407 -2.463729 0.28 2.59 -0.14 0.21
H 2.975410 -2.293565 -1.599141 -1.02 -0.52 -2.02 0.08
H 3.985309 -2.824601 -4.055899 -1.94 1.47 0.24 0.42
H 3.332672 -1.043445 -3.849436 -0.85 -2.30 -0.45 0.16
H 2.451773 -3.506695 -5.763977 -0.97 2.22 1.15 0.39
H 0.924216 -2.633110 -5.039926 2.30 0.54 -0.38 0.20
H 3.121028 -1.703599 -7.172851 -1.64 1.12 1.60 0.43
H 2.872234 -0.338149 -5.860182 -0.92 -2.06 -0.92 0.15
H 0.262378 -0.241248 -6.326676 1.32 -1.17 -1.40 -0.35
H 0.517588 -1.604856 -7.721311 0.66 1.89 1.49 0.38
H 0.439244 1.161272 -8.472989 1.63 -1.41 0.57 0.30
H 1.630261 -0.084053 -9.271897 -0.43 1.16 2.26 0.29
H 2.965029 3.262072 -7.144128 -1.60 -1.83 0.12 -0.02
H 1.105961 2.889657 -7.279345 1.82 -1.08 0.36 0.26
H 2.206673 2.028809 -5.919024 -0.36 1.02 -2.03 -0.07
Br 1.479797 -2.795621 4.674547 -0.15 0.13 -0.08 -0.11
C 0.661450 -3.602112 3.098562 -0.07 -0.24 0.20 0.22
C 1.695970 -4.285143 2.234491 -0.04 -0.09 -0.28 -0.55
Br 2.719308 -2.986540 1.199459 0.16 -0.15 0.35 -0.04
H 0.117551 -2.808139 2.579572 0.20 -0.23 0.04 -0.42
H -0.054196 -4.330159 3.491174 0.15 0.06 -0.12 0.40
H 1.214705 -4.925715 1.489989 -0.01 0.10 0.19 0.14
H 2.416532 -4.877154 2.805611 -0.24 0.18 -0.07 0.48
Br -0.896323 1.552523 5.279401 0.01 -0.05 -0.04 -0.05
C -0.609965 0.171695 6.626680 -0.16 -0.09 0.07 -0.53
C 0.407656 0.612278 7.653185 0.18 -0.16 0.13 -0.45
Br 2.221872 0.484217 6.948128 -0.08 0.09 -0.02 -0.17
H -0.323585 -0.739379 6.094229 0.04 0.23 0.17 0.14
H -1.588052 0.022607 7.093011 0.24 -0.07 -0.08 0.39
H 0.392833 -0.052881 8.521273 -0.09 0.09 -0.18 0.41
H 0.267682 1.643657 7.988637 -0.01 -0.24 -0.13 0.27
Br 4.582069 0.317789 2.772880 0.28 -0.26 0.03 -0.04
C 4.868427 -1.063039 4.120159 -0.29 0.04 0.18 -0.08
C 5.886048 -0.622456 5.146664 0.15 -0.12 0.09 -0.60
Br 7.700264 -0.750517 4.441607 -0.09 0.08 0.06 -0.18
H 5.154807 -1.974113 3.587708 0.00 0.26 0.12 0.45
H 3.890340 -1.212127 4.586490 0.21 0.05 -0.06 -0.24
H 5.871226 -1.287615 6.014752 -0.07 0.08 -0.19 0.40
H 5.746075 0.408923 5.482116 -0.03 -0.25 -0.16 0.37
Br -1.206929 -6.984131 0.148821 -0.02 0.07 -0.04 -0.12
C -3.151854 -7.122859 0.105582 0.01 0.01 0.29 -0.23
C -3.592364 -8.460750 -0.441574 -0.20 -0.05 -0.15 -0.51
Br -3.414454 -8.522099 -2.383087 0.06 -0.02 0.12 -0.14
H -3.519690 -6.273157 -0.476030 0.11 -0.30 0.08 -0.02
H -3.467975 -7.009227 1.146496 0.04 -0.10 -0.17 0.36
H -4.656328 -8.625055 -0.248657 0.20 0.09 0.02 0.38
H -3.020695 -9.302975 -0.041931 -0.10 0.29 -0.04 0.29
Br 2.209452 6.241348 -5.155058 -0.01 -0.06 0.10 -0.16
C 4.081387 6.552040 -4.704307 0.02 0.22 -0.13 -0.55
C 4.972098 5.490266 -5.306515 0.23 -0.15 0.13 -0.59
Br 4.869182 3.825926 -4.294457 -0.13 0.02 -0.09 -0.09
H 4.142908 6.603506 -3.613832 0.03 -0.12 -0.29 0.37
H 4.315308 7.534682 -5.123883 -0.02 -0.21 0.04 0.35
H 6.022189 5.791212 -5.251988 -0.22 0.02 0.00 0.34
H 4.720931 5.249432 -6.343229 -0.01 0.15 0.27 0.34
Br -5.596278 5.457336 1.562049 -0.97 1.31 1.86 0.01
C -5.523277 6.966963 2.794747 -0.31 -0.15 0.32 -0.67
C -6.162683 8.196258 2.191940 0.06 0.26 0.06 -0.54
Br -4.982292 9.037231 0.886442 -0.09 -0.14 -0.01 -0.13
H -4.472776 7.110370 3.062052 -0.27 0.05 -0.13 0.40
H -6.077167 6.638755 3.678960 0.07 0.16 -0.13 0.35
H -6.328838 8.959474 2.957531 0.05 -0.19 -0.10 0.36
H -7.107010 7.988479 1.681120 0.27 -0.04 0.15 0.38
Br 1.065951 -7.592136 3.873945 -0.03 -0.01 0.09 -0.09
C 1.031021 -9.539818 3.778225 0.22 -0.03 -0.10 -0.61
C 0.010716 -10.019400 2.772065 -0.11 -0.22 -0.01 -0.47
Br -1.799489 -9.891908 3.487458 0.06 0.10 -0.14 -0.13
H 0.846989 -9.906042 4.791924 -0.04 0.10 -0.29 0.37
H 2.040449 -9.827262 3.470367 -0.21 0.04 0.01 0.35
H 0.155033 -11.081069 2.552374 0.04 0.20 0.10 0.36
H 0.024583 -9.453911 1.836173 0.04 -0.06 0.28 0.24
Br 7.511191 1.689246 0.043805 0.03 -0.10 0.03 -0.13
C 8.825816 1.243913 1.413945 -0.19 0.19 0.11 -0.52
C 10.173914 1.847275 1.094618 0.24 -0.12 0.06 -0.57
Br 11.088777 0.832990 -0.297911 -0.06 0.13 0.03 -0.14
H 8.845907 0.153668 1.494778 0.08 0.30 -0.05 0.34
H 8.424674 1.665270 2.340168 0.12 -0.08 -0.15 0.28
H 10.835299 1.795934 1.964197 -0.18 -0.01 -0.11 0.37
H 10.115257 2.883024 0.748721 -0.09 -0.29 0.08 0.36
Br -3.298400 0.484935 10.716293 -0.01 0.13 -0.05 -0.15
C -3.926845 1.869194 9.494520 -0.13 -0.28 0.00 -0.58
C -2.826251 2.313503 8.559285 -0.04 0.35 -0.05 0.10
Br -1.568311 3.499112 9.463059 0.01 -0.15 -0.09 -0.12
H -4.328071 2.679508 10.109320 0.19 -0.15 -0.20 0.41
H -4.743868 1.404690 8.935006 0.17 0.11 0.04 0.36
H -3.235178 2.907266 7.736815 0.03 -0.14 0.14 0.39
H -2.244108 1.483918 8.148480 -0.30 0.28 0.27 -0.40
```
Forces are in eV/Å.


Record 3
Density functional theory data (ωB97M-V/def2-TZVPD) for a 2-piece molecular cluster, C3H12NS overall.

Its net charge is +1. The value obtained for the gap between HOMO and LUMO is 9.6 eV. Its HOMO energy is -0.48089 Ha. The value obtained for the LUMO energy is -3.492 eV. The calculation puts the energy above the lowest of the compared OMol25 structures with the same formula, charge and spin at 0.202 eV.

Geometry as XYZ:
```
17
Properties=species:S:1:pos:R:3:forces:R:3:mulliken_charge:R:1
C 1.437600 0.404980 -2.472070 0.19 0.38 -0.72 -0.79
N 1.751633 1.148500 -1.222440 -0.34 -0.48 0.55 -0.17
H 1.678847 1.018102 -3.340777 0.13 0.05 0.19 0.35
H 2.048034 -0.487301 -2.502846 -0.10 -0.21 0.08 0.34
H 0.382425 0.192520 -2.526990 -0.24 -0.23 0.27 0.33
H 1.402281 0.628472 -0.384538 0.02 0.22 -0.21 0.06
H 1.269864 2.046497 -1.153523 0.21 0.10 -0.21 0.41
H 2.756689 1.266787 -1.116836 0.06 0.28 0.02 0.38
C -2.304378 -0.873482 1.445457 -0.05 -0.10 -0.22 -1.14
C -0.840032 -1.144063 1.738425 0.10 0.89 -0.14 -0.25
S 0.215950 0.372280 1.557745 -0.26 -0.46 0.30 -0.35
H -2.435535 -0.208680 0.589651 0.05 0.04 0.11 0.33
H -2.822329 -0.468335 2.309668 0.03 0.21 0.04 0.35
H -2.805834 -1.800851 1.187508 -0.06 -0.23 0.06 0.34
H -0.686091 -1.503762 2.746605 0.07 -0.22 0.07 0.33
H -0.408032 -1.822740 1.020604 0.12 -0.38 -0.09 0.30
H -0.641093 1.231075 2.124355 0.07 0.13 -0.10 0.18
```
Forces are in eV/Å.